Here is a single C3H7NO2S molecule at a distorted geometry from OMol25. Energies are from the ωB97M-V functional and the def2-TZVPD basis.

Atoms and positions in Å:
O: -0.668 2.505 0.613
C: -0.414 1.188 0.905
N: 0.728 0.752 0.137
C: 1.006 -0.763 -0.165
C: -0.039 -1.814 -1.132
S: -1.657 -0.698 -0.797
O: -1.481 0.138 0.654
H: -1.260 2.893 1.266
H: -0.360 1.095 2.035
H: 1.000 1.320 -0.583
H: 1.239 -1.191 0.722
H: 1.942 -0.822 -0.664
H: 0.124 -1.721 -2.200
H: -0.160 -2.884 -0.791

Cartesian forces, eV/Å:
-0.302 -0.259 -0.820
0.353 -2.254 -0.085
-0.549 -3.800 1.812
-1.832 1.297 -2.887
-0.764 3.245 3.297
0.813 -0.407 -0.413
0.368 0.314 0.127
0.031 -0.205 0.018
0.311 -0.284 -1.218
0.410 1.793 -1.977
-0.122 -1.588 2.909
0.779 0.567 -0.763
0.213 0.119 0.080
0.288 1.462 -0.080

The calculation puts the total energy at -19641.8113 eV. The value obtained for the LUMO energy is 0.03069 Eh. The value obtained for the HOMO energy is -0.3075 Ha. The HOMO-LUMO gap comes out at 9.2037 eV. As for the SMILES: O[C@@H]1NCCSO1. The energy relative to the best compared isomer or geometry (same formula, charge and spin) is 87.5 kcal/mol.